[1]
11
Properties=species:S:1:pos:R:3:forces:R:3 method="wB97M-V/def2-TZVPD" de_lowest_kj_mol=61.9 total_charge=0 smiles="CC=O.N"
H -2.3165 -0.3102 3.2419 0.1186 -0.0175 -0.2402
H 2.0397 -0.6533 -0.4719 0.0256 -0.0856 0.4339
H 0.6628 0.5032 -0.2018 0.3614 -0.1645 0.3713
N -1.7548 -0.1691 2.4037 -0.0738 -0.3172 0.4403
H 2.2244 0.6461 -2.4285 0.0678 0.2518 -0.3060
H -1.3057 0.7253 2.5108 0.0962 0.2657 -0.0592
H 0.3054 -1.0902 -0.7907 0.1034 -0.1748 -0.1315
C 1.0677 -0.3171 -0.8060 -0.2287 0.7600 -0.6238
C 1.2021 0.3202 -2.1772 -0.1057 -0.9180 0.9955
O 0.2640 0.4571 -2.9031 -0.2324 0.3254 -0.7213
H -2.3892 -0.1120 1.6229 -0.1325 0.0747 -0.1589

[2]
11
Properties=species:S:1:pos:R:3:forces:R:3 method="wB97M-V/def2-TZVPD" de_lowest_kj_mol=445.1 total_charge=0
C -0.1049 0.8202 2.7107 -0.1387 0.4505 -0.2530
H 0.0090 0.0518 -3.0092 -0.0727 -0.1110 0.1093
C -0.2606 1.6418 1.7663 0.0563 -0.2291 0.6432
H -1.6292 -0.2661 -2.4106 0.1359 -0.0696 0.0060
C -0.0985 -0.4410 -0.9769 0.1018 0.1230 0.5128
C 0.2739 -0.2417 0.1546 -0.1051 -0.0350 -0.4952
O 1.9604 0.0262 1.7649 -0.5435 0.1475 -0.1652
H 0.1017 0.3635 3.6619 -0.1395 -0.0495 -0.1855
C -0.5849 -0.5853 -2.3451 -0.0281 0.0025 -0.0222
H -0.5059 -1.6158 -2.7027 0.0129 0.1235 0.1110
C 0.8391 0.2466 1.3862 0.7206 -0.3527 -0.2612

[3]
54
Properties=species:S:1:pos:R:3:forces:R:3 method="wB97M-V/def2-TZVPD" de_lowest_kj_mol=0.0 total_charge=0 spin_multiplicity=5 s2=6.03
C -0.4950 -1.3260 -1.6697 -0.5111 -0.5763 -1.8942
Rh 0.7434 -0.1536 -0.3169 1.4955 2.6893 1.5671
O 5.9375 -2.1437 -0.1568 2.4077 -0.6480 0.1831
H 8.7887 -2.2742 0.5423 0.0283 -0.0676 -0.0728
C -0.7464 -0.0125 -2.1837 -0.1150 -1.0155 0.1210
C 1.1380 1.1738 1.2913 -0.7533 0.6614 -0.3647
C 7.7447 -1.0904 -1.5144 -0.2263 -0.0519 -0.2626
H 1.4841 3.5125 -1.1072 -0.1722 -0.2450 0.0397
H 1.4137 -2.5323 -1.5716 -0.0888 0.0575 -0.0567
H 6.3598 -3.0274 -2.8522 -0.1822 -0.1912 0.0308
H 2.5839 -0.3132 -2.5909 -0.2483 0.0402 -0.0760
H 2.3265 -2.5336 0.5541 0.4350 -0.3160 0.2119
H 3.8090 -2.4096 -0.4120 0.0792 -0.3075 0.3428
C 7.1407 -2.3620 -0.9594 1.0889 -0.2969 -0.5253
C 6.6824 -2.7708 0.9494 -0.5391 -0.1103 0.9012
H 0.6365 1.5185 -3.0451 -0.0543 -0.3381 0.1909
H 7.8966 -3.7624 -2.3853 -0.0710 0.1132 -0.0246
C 1.9644 1.8528 0.3076 -0.5937 0.6943 0.1466
H 6.2620 -3.7408 1.2037 -0.3369 0.2403 0.1811
C 4.0001 -1.9193 2.8757 0.9853 -0.0848 -0.1281
C -0.2434 -1.3970 1.0801 -0.1412 -0.3748 0.1277
H -1.1095 1.1476 1.5372 0.1626 0.2797 -0.0982
H -1.2442 -2.0270 -1.3121 0.2754 0.2869 -0.0933
C 3.8153 -1.2645 1.4856 0.1921 -0.9180 -0.2192
O 3.9465 -3.6924 1.2570 -0.5930 1.4362 0.5504
H 7.1564 -0.7477 -2.3725 0.1363 0.2206 0.1293
H 8.3240 -3.9623 0.0993 0.0177 0.2664 -0.0676
F 0.2698 -1.2550 2.3515 -0.6191 -0.6369 0.0854
H -1.0602 3.1817 -0.2360 0.0693 -0.2235 -0.2928
H 2.6626 -3.6031 2.9225 0.2182 -0.2455 -0.2183
C 7.9862 -2.9282 0.2059 -0.5577 0.3810 -0.2013
C 3.4366 -2.4936 0.6100 -1.1192 0.1863 0.0389
C 0.4922 0.5282 -2.6150 0.1714 0.3115 -0.9268
H 3.3913 -1.4571 3.6524 -0.0718 -0.2062 -0.0043
H 6.4309 -4.3083 -1.5800 -0.0754 0.2738 -0.0913
H -1.7304 0.4515 -2.2468 0.4364 -0.0461 0.1383
F -0.1130 -2.7295 0.7528 -0.4607 0.0832 0.7750
H 8.7686 -1.3084 -1.8429 -0.2087 0.0581 -0.0715
C -0.2495 1.5113 0.9885 1.0346 1.3349 0.2950
C -0.2058 2.5682 0.0226 -0.8274 -0.9895 1.0082
H 5.0595 -1.8226 3.1627 -0.4244 0.1569 0.1320
C 6.9246 -3.4273 -2.0072 0.0272 -0.0352 -0.3524
H 6.7316 -2.1094 1.8183 -0.2110 -0.1233 -0.0393
H 1.4726 0.7037 2.2041 -0.0278 -0.0696 -0.1823
H 3.0442 1.7440 0.2335 -0.3097 0.2139 0.0271
H 3.0519 -0.4734 1.4642 0.2245 -0.4452 -0.0115
C 0.9178 -1.6043 -1.8160 -0.6003 -0.1350 -1.2761
C 3.7210 -3.4283 2.6631 -0.7818 0.6597 -0.3829
H 4.7630 -0.8746 1.1032 -0.3361 0.1755 0.2565
H 7.8016 -0.3146 -0.7453 -0.1240 -0.0703 -0.1189
C 1.5237 -0.4280 -2.3937 -0.1765 -0.6122 0.0190
F -1.5993 -1.1412 1.1689 0.4345 -0.6279 0.4350
H 4.3441 -4.0701 3.2802 0.1352 -0.1144 -0.1916
C 1.1290 2.7652 -0.4040 1.5029 -0.6984 0.3104